No. 1
17
Properties=species:S:1:pos:R:3 method="wB97M-V/def2-TZVPD" total_charge=+1 de_lowest_kcal_mol=118.69 molar_mass_da=149.83 energy_ev=-28361.2035
H 3.63097 -1.32112 -1.27886
H 0.21672 -2.45100 0.05471
O 1.81576 3.31657 -1.00147
O -1.49090 1.65197 2.18605
H 2.15542 -0.92770 -1.45756
O 2.85337 -1.47938 -1.82591
H -2.08325 -0.96097 -0.10803
H -1.70332 1.93727 1.27780
H -0.35024 -3.37689 -1.02974
O -0.01250 -3.36712 -0.12597
Cl 0.31238 0.14855 0.07611
H -3.47296 -0.48196 -0.56292
H 1.08972 3.44642 -0.38473
Mg 0.02384 0.28796 2.35608
O -3.02694 -1.06585 0.06305
H 1.95746 2.36339 -1.03406
H -1.91553 2.27988 2.79545

---

No. 2
41
Properties=species:S:1:pos:R:3 method="wB97M-V/def2-TZVPD" smiles="N#Cc1ccc(CN2C(=O)NC3(CCCCCC3)C2=O)cc1" de_lowest_kcal_mol=4.08 molar_mass_da=297.36 energy_ev=-26504.5099
H 1.12305 -2.81694 1.13260
C -3.22083 -1.97431 -4.84692
C 1.58115 1.08566 2.22319
H 0.64094 -0.10535 -3.28359
H -0.90849 2.99209 -1.98554
O -2.20349 2.54988 0.18597
N -3.79536 -2.79029 -5.41115
H -1.30615 1.33466 2.35409
H 2.19234 1.15647 4.26502
C -1.11928 1.00426 -2.78339
H 0.73347 0.20806 4.01732
H 2.16766 -1.42079 0.90752
H -3.03486 1.87158 -2.39033
C 2.58102 -0.82613 3.57675
H 2.86652 -1.07390 4.60195
C 1.71573 0.43336 3.59954
C -2.50596 1.06138 -2.86951
H 3.49859 -0.60991 3.02547
H 1.06908 -2.35604 3.60093
C 0.14557 -0.95015 1.48790
H -4.28098 0.12484 -3.62188
C -0.43407 -0.05357 -3.37120
H 1.41364 2.15945 2.33936
C 0.44624 0.55159 1.33623
H 2.51982 0.95974 1.67964
C -1.12115 -1.03766 -4.05393
C 0.77313 0.84461 -0.12968
N -0.24362 1.60939 -0.61279
C -1.21005 1.89542 0.36385
C -3.20427 0.08356 -3.54998
C 1.38717 -1.83982 1.54220
N -0.77547 1.31242 1.50094
C -2.51178 -0.96974 -4.14867
H -0.44913 -1.09567 2.39267
H -0.48142 -1.24247 0.64063
H 0.64222 2.17732 -2.38438
C -0.36843 2.04250 -1.99168
C 1.90315 -2.04834 2.96469
H 2.62471 -2.86818 2.95737
H -0.59333 -1.85966 -4.51437
O 1.74292 0.48070 -0.74684

---

No. 3
11
Properties=species:S:1:pos:R:3 method="wB97M-V/def2-TZVPD" spin_multiplicity=3 de_lowest_kcal_mol=15.05 molar_mass_da=91.07 energy_ev=-9675.3714
H -0.00460 0.87650 1.95887
O -1.79025 0.69963 -0.98390
H 0.23812 -0.58456 -1.89518
C 0.58357 -1.40658 -1.29294
H 1.34226 1.58914 1.47170
N 0.68279 0.89949 1.26126
N -1.24166 0.49556 0.07775
N 0.02901 0.97848 0.10334
O -1.72565 0.00539 1.07722
H 1.61004 -1.35752 -1.12946
H 0.27636 -2.19553 -0.64865

---

No. 4
17
Properties=species:S:1:pos:R:3 method="wB97M-V/def2-TZVPD" smiles="C=CC[C@@H](C)N" de_lowest_kcal_mol=35.81 molar_mass_da=85.15 energy_ev=-6851.9755
H 0.92685 -2.58966 1.05138
H -0.10203 -1.39058 -0.68994
N 0.40228 -1.75665 1.28409
H -0.74757 0.52688 1.57854
H -0.89341 2.41661 0.34825
H -0.82711 2.36937 -2.16512
H 2.36904 -0.99055 -0.35681
H -1.73888 -0.29070 0.57732
C -1.22849 1.59059 -1.53278
C 1.65644 -0.20979 -0.07795
C -0.82929 1.51363 -0.25356
H -1.65740 0.69984 -1.98410
C 0.28601 -0.81001 0.15565
C -0.76526 0.22727 0.52179
H 2.01233 0.21323 0.86125
H 1.66604 0.52243 -0.88111
H -0.52953 -2.04192 1.56309

---

No. 5
78
Properties=species:S:1:pos:R:3 method="wB97M-V/def2-TZVPD" spin_multiplicity=8 de_lowest_kcal_mol=56.71 molar_mass_da=735.90 energy_ev=-117435.7177
H -3.51855 3.69326 1.37871
C 4.58958 -1.91679 -1.29427
H -0.25119 1.14853 -4.70899
Eu -0.04512 -0.45277 0.10919
Si 0.85609 -2.70596 -2.33150
H 0.59525 -4.09125 -0.23723
C 3.51042 0.79702 -0.15146
H -1.50698 -1.73159 -2.00832
H -1.51677 -3.49139 -1.97211
H 1.50099 -2.38757 -4.74480
H -4.15945 2.29209 -0.42201
H 2.65639 -3.40553 -3.91926
C 1.21909 -4.14058 -1.12590
H 5.43055 -1.87587 -0.60922
H 3.54180 -1.80488 1.73317
H 3.18492 -0.31372 -4.54862
H 4.91582 -1.49011 -2.23578
C -3.93333 -0.56778 3.15382
H 1.01643 -5.08973 -1.61257
C -4.67296 -0.69461 1.83175
H -0.83053 -2.05320 4.74374
C 1.33179 3.22507 -2.67310
H -1.10371 0.28855 -3.43697
C -4.38428 1.88150 0.56266
H 1.73133 3.21753 -3.67466
H 0.86636 2.63953 3.00448
F -0.19759 -2.76708 1.80134
C 1.06292 2.01214 -2.04341
H -0.71502 0.26183 5.76109
C -3.63297 2.64289 1.64647
H -0.06852 3.09578 0.81742
N 0.54246 1.98685 -0.80285
H 3.75998 0.97271 -3.51331
S -1.97811 1.88989 1.85110
H 2.71643 1.33902 -4.87950
H 4.37189 -2.96392 -1.47380
C 0.32639 3.15273 -0.18745
H -2.00792 2.92337 4.02306
H 1.12383 -4.07161 -4.43276
H 2.78924 1.23261 0.54643
H 0.37492 5.28915 -0.19387
S 0.10818 0.47624 3.53386
C -1.27820 2.91781 3.21237
H 0.27884 2.59496 4.67647
H -5.45939 1.93792 0.73151
H -4.73228 -1.74063 1.53172
H -2.27392 -1.53378 5.64227
H -1.41712 -2.66103 -3.50203
H 2.23557 -2.74797 1.06666
S -2.67369 -1.89673 3.31733
H -3.42951 0.38963 3.22932
H 1.92695 -1.11171 1.69441
B -1.27659 -2.18791 1.08951
C 1.08246 4.42770 -2.04092
Si 1.38001 0.34146 -2.96917
H -0.21622 -0.59838 -4.66436
F -2.03860 -3.23539 0.71656
C 1.49878 -1.03322 -1.70212
H 2.25930 -4.15580 -0.82080
H 1.28869 5.37046 -2.52621
C 2.90302 0.62439 -4.08271
C 0.57504 4.38784 -0.75087
H 3.55401 1.43432 -1.02695
H -4.63557 -0.68564 3.97998
H -1.13527 3.94618 2.87577
C 2.64167 -1.74082 1.12929
C -1.07537 -2.63406 -2.47237
H -2.00350 0.77503 4.65646
C 0.05032 2.31137 3.64847
C -0.20015 0.28976 -4.04575
Si 3.04992 -1.01540 -0.61862
S -3.89224 0.12213 0.38725
H -4.13919 2.57545 2.60918
H -5.68306 -0.29424 1.91222
C -1.66753 -1.35417 4.75307
C -1.17871 0.07757 4.79066
C 1.59911 -3.18814 -4.02055
H 4.48240 0.84863 0.32839

---

No. 6
138
Properties=species:S:1:pos:R:3 method="wB97M-V/def2-TZVPD" smiles="O=S1(=O)CCCC1.O=S1(=O)CCCC1.O=S1(=O)CCCC1.O=S1(=O)CCCC1.O=S1(=O)CCCC1.O=S1(=O)CCCC1.CC(C)O.CC(C)O.CC(C)O.CC(C)O" molar_mass_da=961.42 energy_ev=-136391.4771
H -18.92957 -5.46498 -31.72255
S -13.70056 4.43494 -35.93784
H -11.75838 6.23563 -37.92031
C -10.09692 3.14752 -26.97484
H -21.18874 6.46005 -35.83009
H -23.71043 -4.11946 -25.85965
H -10.31239 -2.69830 -32.99680
C -14.74349 5.78274 -36.63972
C -23.35280 -2.04355 -26.43237
H -16.36175 -5.40375 -30.95329
H -15.22120 6.24083 -35.77367
C -16.08703 0.80150 -30.35178
S -8.15768 -2.40087 -31.94300
C -15.25574 8.25438 -28.75207
H -22.78559 -1.29275 -37.81209
C -10.95249 0.96647 -26.17639
H -17.56649 2.70759 -31.64517
O -19.79069 5.99827 -23.81152
O -14.47326 3.21452 -35.92653
C -23.70258 5.96684 -34.74531
H -15.52086 8.86968 -30.94631
C -23.28045 6.88969 -35.93031
H -24.49439 -2.37615 -36.85124
O -7.69414 -1.83952 -30.68221
H -15.38542 1.59387 -30.61253
C -12.47430 4.44212 -37.19211
H -11.49152 4.36500 -36.72705
H -23.81748 7.83686 -35.98098
H -20.64202 -3.12007 -37.54419
C -23.35720 -3.87969 -35.67486
H -16.74117 7.77751 -29.81472
H -6.86403 -1.99438 -33.96166
H -15.54913 10.12067 -27.53557
H -23.38181 8.28566 -24.87147
S -22.46573 -4.65784 -37.11518
H -18.37086 1.08322 -31.89080
C -17.43544 1.45190 -29.97115
H -25.39867 -3.69627 -24.07299
O -25.38553 -1.19662 -28.00233
H -19.87053 -4.48519 -30.63321
C -18.29487 -5.17158 -28.40711
C -21.12214 8.29088 -24.47387
C -14.84902 8.92931 -30.09007
C -25.81082 -2.13676 -25.48374
H -14.78973 7.28928 -28.55329
H -18.37652 -4.08495 -28.38161
O -16.64594 8.14283 -28.93207
H -10.17938 0.79998 -25.42627
H -18.43376 -3.79590 -31.22892
C -8.80270 -0.70837 -34.01533
O -20.48134 6.91778 -33.52536
C -21.83248 7.31938 -35.64236
H -9.42881 -1.32108 -34.66394
H -15.52429 5.41138 -37.30347
H -13.00360 5.70943 -38.97496
H -22.78592 -3.68813 -34.76653
C -21.68209 -3.14022 -37.86971
H -24.63503 -2.16789 -23.82500
O -21.35603 -5.47855 -36.60276
H -21.30690 8.18138 -36.05326
H -22.73143 -3.26626 -24.73541
H -14.33592 7.38762 -37.94791
C -9.78172 -0.53616 -32.92779
H -22.30101 7.53038 -22.21095
H -21.89297 -2.96356 -38.92443
H -23.94771 7.29268 -22.80697
H -22.53491 -1.40514 -26.09832
C -22.40121 -2.01305 -37.08994
H -18.10697 -6.45489 -30.19933
H -12.61488 3.58947 -37.85644
H -23.79105 -1.79119 -35.35647
H -10.21174 4.21569 -26.79063
O -24.83256 0.35038 -26.05161
C -24.90355 -2.88258 -24.60295
H -8.53477 0.16599 -34.60846
O -11.71812 2.99411 -25.11459
C -23.24775 6.65797 -33.39158
H -13.92189 8.41592 -30.34496
C -23.61808 -2.45022 -36.20728
H -22.85907 9.34700 -23.64703
C -17.94533 -5.44737 -29.81610
C -13.80118 6.72638 -37.26608
H -10.66272 0.51000 -27.12283
C -15.09918 9.13004 -27.46992
H -15.61206 8.55491 -26.69902
S -20.92914 6.42203 -24.57005
H -23.07077 5.81890 -24.53210
O -21.89855 9.04094 -33.55156
H -14.04257 9.13348 -27.20224
H -9.13655 2.71458 -26.69490
C -12.74827 5.77934 -37.91759
H -21.73049 -1.43555 -36.45377
H -19.12816 2.25967 -30.75875
O -17.12379 2.46884 -29.19819
H -24.20499 -4.49802 -35.37985
C -22.89831 7.32673 -23.09970
H -11.72138 0.35145 -25.70877
C -22.61777 8.38565 -24.10054
O -21.01255 5.95739 -25.94457
C -11.33479 2.37062 -26.39043
H -17.92409 2.99563 -29.13817
H -22.28383 5.07244 -23.15888
H -26.80621 -1.75432 -25.25785
S -21.70805 7.60602 -33.81003
H -19.29499 -5.60091 -28.34766
H -16.13080 0.06854 -31.15734
O -16.60595 -5.09403 -30.07804
H -10.46264 -2.07144 -31.28904
H -20.47329 8.66989 -23.68429
H -24.78912 5.88083 -34.75629
O -12.98869 4.86354 -34.68709
C -22.41021 6.01700 -23.68799
H -23.17921 -2.26666 -27.48507
C -9.97807 -1.96801 -32.25991
O -23.45321 -5.16729 -38.08952
H -14.72766 9.99567 -29.89969
O -8.02652 -3.82510 -32.34082
S -24.83950 -0.97985 -26.66599
C -18.19953 1.92727 -31.22272
H -23.51706 6.42407 -36.88704
H -20.66491 8.79522 -25.32516
H -23.04444 6.03691 -32.51919
H -10.31012 2.94835 -28.02507
C -23.59856 -3.14483 -25.38459
C -18.84841 -4.75007 -30.90377
H -9.41743 0.16914 -32.18084
H -15.79986 0.22781 -29.47057
H -24.07805 7.29140 -33.07937
H -18.12064 0.76673 -29.47201
H -17.67392 -5.59473 -27.61751
H -6.94616 -0.65943 -33.02723
H -13.28341 7.24359 -36.45829
H -26.17038 -2.87724 -26.19824
H -23.30185 4.95831 -34.84721
H -12.15844 2.65015 -27.04735
C -7.61265 -1.43861 -33.39706
H -12.63722 2.77815 -24.94082
H -10.70006 -0.17410 -33.39005

---

No. 7
33
Properties=species:S:1:pos:R:3 method="wB97M-V/def2-TZVPD" de_lowest_kcal_mol=74.73 molar_mass_da=224.16 energy_ev=-25819.6736
O 0.91376 3.10191 0.43185
O -1.27124 1.39991 2.67785
H -3.71024 -1.23709 -0.70715
H 0.19276 0.18091 0.66385
N -1.81124 1.89491 1.68685
H -0.03024 2.91691 0.56885
O -1.28324 2.41591 0.74885
H 0.94976 0.79391 -0.46415
N 0.48976 -0.15609 -0.10515
H -2.31024 -2.03909 0.67985
H -0.37224 -1.40409 -3.81515
H -3.24424 -0.13409 0.19385
O 2.38376 0.01591 2.50485
H 2.71676 1.06791 2.32085
H -1.01524 -2.46809 1.45985
H -1.30824 -2.31609 -3.09315
O -1.75624 -2.83209 1.12285
O 1.09876 2.51591 -2.42815
H 0.18476 -2.62809 3.29985
H 1.25576 -0.90009 -0.02515
H 1.59776 -0.03609 3.13385
H 1.52876 1.92391 -3.09115
H -0.35124 -0.42109 -0.86015
H 0.29076 2.81891 -2.78015
O -2.96824 1.42391 1.48485
H 3.14976 -1.14709 -1.59515
O -0.90224 -1.56109 -3.03415
O 0.31776 -2.40209 2.31985
H 2.89276 0.20591 -2.52115
O 3.28676 -0.21509 -1.68715
H 1.17976 3.28591 -0.60115
O -2.90924 -0.85209 -0.35515
H 0.81376 -3.21309 1.86485

---

No. 8
88
Properties=species:S:1:pos:R:3 method="wB97M-V/def2-TZVPD" total_charge=-2 molar_mass_da=1035.21 energy_ev=-188732.2719
C -2.06556 -4.64695 -0.88618
C 2.35614 4.27457 -3.40278
C -1.11574 1.72533 4.69849
H -6.28516 4.24224 5.11032
H 1.88084 1.36787 -4.36418
H -4.76142 4.50174 0.95742
O -5.75376 4.91895 2.74128
C -3.41081 4.76396 3.41280
C -2.27095 0.24044 2.67308
H -1.44086 4.51439 4.20967
C -1.66271 3.85968 -2.36671
N -0.99745 0.55598 2.58957
C -1.92089 5.17948 -4.39320
S 2.62140 2.81319 -0.40000
As 2.83293 2.67593 -2.44341
H 2.72388 4.23862 -4.42900
C -0.42436 2.51461 5.67651
C -5.32529 5.29920 1.44100
H -2.07720 3.03269 -4.27182
H 1.47380 3.10653 6.37919
H -6.22676 5.50438 0.86898
H 0.81598 1.29361 -2.92335
C -4.30158 4.00431 5.92018
N -1.66489 -2.29608 -0.60881
N -1.78095 1.47267 -2.46998
H -4.70290 6.19730 1.46710
C 2.22299 -3.46107 2.39738
N -2.07284 3.81381 6.82444
H -2.04564 -5.63758 -0.45089
C -2.06138 -2.08954 -1.87404
H -2.76844 -5.26432 -2.82109
N -1.65687 0.28797 -1.80450
C -2.46603 -4.43427 -2.19193
C -1.46673 6.28505 -2.30061
H -3.02002 1.51747 5.70099
C -1.70263 6.34624 -3.66125
O -1.20453 5.04272 -0.32667
C 2.35783 -2.30230 0.25778
O 0.74744 -1.66812 1.86002
H -4.64171 3.71566 6.90972
H -1.71679 7.31097 -4.15826
O 1.88719 -1.37529 -0.51129
Cl 4.13135 -2.93955 -1.65912
C -1.63171 2.52154 -1.66519
N -0.94660 3.24686 6.76030
C -2.93073 4.04601 5.68334
C 4.64130 2.33562 -3.03284
C -1.44540 5.05043 -1.63860
H 1.27546 4.37571 -3.39155
Cl 5.17578 -5.21048 0.29793
C -2.10089 -0.72006 -2.43753
C 1.84470 1.25844 -3.27970
H 4.89316 1.30233 -2.80263
Sn 0.40588 -0.00535 0.54270
C -4.77844 4.67070 3.66276
H 2.79877 5.10829 -2.86367
H 2.29260 0.31542 -2.96924
Cl 3.82785 -5.55644 3.11868
C -5.21809 4.29823 4.92567
H -2.10314 5.22538 -5.46049
Cl 1.44655 -3.62960 3.95037
O -1.47743 2.51588 -0.41253
H -3.03302 5.04343 2.43794
H 5.30386 2.99654 -2.47994
H -2.69506 -0.30461 1.83488
C 0.96648 2.58887 5.56991
H 2.76043 2.26601 4.42136
C -0.40772 1.26644 3.57041
H -1.30574 -3.65929 0.87590
C 1.03803 1.51743 3.38538
H -2.75584 -2.94039 -3.71310
C 3.28469 -4.31264 2.02740
C -3.03248 0.56248 3.80449
C -2.46154 -3.14427 -2.69026
C -2.50147 4.45465 4.42305
C 1.68697 2.13939 4.48234
C 3.87738 -4.15795 0.78825
H 4.72884 2.51518 -4.10531
C -2.45244 1.28622 4.81108
C 3.41093 -3.15920 -0.08451
C -1.66731 -3.54521 -0.13961
O 1.61567 1.17325 2.32633
C 1.74607 -2.46457 1.55074
H -1.19351 4.04443 -0.08698
C -1.89779 3.95708 -3.73668
H -1.29113 7.17989 -1.71463
H -4.06394 0.24130 3.87668
H -2.53756 -0.59713 -3.43056

---

No. 9
7
Properties=species:S:1:pos:R:3 method="wB97M-V/def2-TZVPD" de_lowest_kcal_mol=42.96 molar_mass_da=318.68 energy_ev=-225556.3462
O 1.89296 0.26815 -0.66863
P 0.50184 0.22842 -0.28777
O -0.32652 -0.84374 -1.10319
Br -0.85959 2.88525 -0.81944
O 0.03192 0.25206 1.18455
Br 0.61865 -1.26852 2.16584
Br -1.85926 -1.52162 -0.47134